1.
The following is a DFT calculation (the ωB97M-V functional and the def2-TZVPD basis) of C4H5NO2 in the gas phase.

LUMO level in eV: 0.61
Structure (SMILES): Cc1coc(=O)[nH]1
Energy above the lowest of the compared OMol25 structures with the same formula, charge and spin in eV: 1.258
Calculated total energy in eV: -9813.05632

```
12
Properties=species:S:1:pos:R:3:forces:R:3:mulliken_charge:R:1
C 0.5981 1.6404 -0.2543 0.2 0.1 -0.1 -1.014
C 0.2220 0.2252 -0.0340 0.8 -0.2 -0.6 0.457
C 0.8979 -0.9098 0.0874 0.3 0.3 -0.3 -0.466
O 0.0440 -1.9943 0.0922 -0.2 -0.2 0.0 -0.315
C -1.2459 -1.5133 -0.0162 0.0 -0.4 0.3 0.622
O -2.1913 -2.2279 -0.1602 0.5 0.6 0.2 -0.504
N -1.1841 -0.0822 0.0717 0.4 0.1 0.6 -0.399
H 0.4491 1.8464 -1.3192 0.1 0.2 0.1 0.234
H -0.0350 2.3442 0.3009 0.1 -0.3 0.0 0.299
H 1.6420 1.8084 0.0123 -0.1 0.1 -0.1 0.327
H 1.9498 -1.1172 0.1820 0.0 -0.1 -0.2 0.406
H -1.0517 0.1465 1.0763 -2.1 -0.2 0.0 0.353
```
Forces are in eV/Å.

2.
The following is a DFT calculation (the ωB97M-V functional and the def2-TZVPD basis) of a molecular structure, C4H5NO2.

LUMO level in eV: 0.81
Energy above the lowest of the compared OMol25 structures with the same formula, charge and spin in eV: 5.579
Calculated total energy in eV: -9808.73566

```
12
Properties=species:S:1:pos:R:3:forces:R:3:mulliken_charge:R:1
C -0.6961 -0.3668 -0.6615 3.8 2.7 1.2 -0.317
C 0.0603 0.7340 -0.9751 -0.8 -2.5 0.3 -0.631
C 0.0230 -0.6640 0.6453 -1.3 2.4 -0.6 -0.823
C 0.8771 0.5078 0.2410 3.4 0.2 -0.6 0.094
N 2.4944 -0.0169 -0.1804 -4.9 1.2 1.3 0.814
O 2.6085 -1.1975 -0.2702 1.6 -0.9 -0.6 -0.556
O 3.2498 0.9019 -0.2500 1.6 -0.1 -0.5 -0.564
H -1.4817 -0.8505 -1.0205 -3.3 -1.8 -2.0 0.534
H 0.1962 1.3134 -1.8717 -0.2 0.4 0.1 0.416
H -0.6123 -0.4334 1.4781 -0.2 0.0 0.8 0.252
H 0.5664 -1.5245 0.8034 0.9 -2.1 0.0 0.352
H 1.2689 1.2641 0.8938 -0.6 0.6 0.4 0.427
```
Forces are in eV/Å.

3.
The following is a DFT calculation (the ωB97M-V functional and the def2-TZVPD basis) of 2 unconnected molecules or ions with the total composition C4H5NO2.

LUMO level in eV: 0.27
Structure (SMILES): C=NC=O.C=C=O
Energy above the lowest of the compared OMol25 structures with the same formula, charge and spin in eV: 2.668
Calculated total energy in eV: -9811.64651

```
12
Properties=species:S:1:pos:R:3:forces:R:3:mulliken_charge:R:1
C 0.1524 -1.2183 -0.5892 0.3 -0.2 -0.2 -0.304
N 1.2326 -1.0494 0.0689 -0.2 0.0 0.0 -0.441
C 1.8602 0.1784 0.0808 0.1 0.2 0.0 0.086
O 1.2778 1.2487 0.1128 0.3 -0.4 -0.1 -0.500
H -0.1368 -0.6246 -1.4611 0.2 0.0 0.1 0.344
H -0.4772 -2.0801 -0.3654 0.2 0.0 -0.1 0.351
H 2.9508 0.1287 0.2017 0.0 -0.1 -0.1 0.398
C -1.3889 0.2226 0.7033 -0.3 0.4 0.3 -1.198
C -1.2168 1.2793 -0.0761 -0.4 0.6 -0.5 0.895
O -1.1812 2.1468 -0.8470 0.0 -0.8 0.7 -0.353
H -0.7239 0.0373 1.5349 -0.1 0.1 -0.2 0.384
H -2.3489 -0.2693 0.6365 0.0 0.0 0.0 0.337
```
Forces are in eV/Å.

4.
The following is a DFT calculation (the ωB97M-V functional and the def2-TZVPD basis) of C4H5NO2 in the gas phase.

LUMO level in eV: 0.72
Structure (SMILES): Cc1c[nH]oc1=O
Energy above the lowest of the compared OMol25 structures with the same formula, charge and spin in eV: 1.678
Calculated total energy in eV: -9812.63673

```
12
Properties=species:S:1:pos:R:3:forces:R:3:mulliken_charge:R:1
C -0.0997 -1.2596 1.2013 0.8 0.2 -0.5 -1.121
C -0.0250 -0.1696 0.1675 -0.1 -0.7 0.1 0.515
C -0.5027 1.0720 0.1557 -0.1 0.7 1.0 -0.501
N -0.0016 1.7997 -0.9054 0.3 -0.1 -0.4 -0.134
O 0.6694 0.8914 -1.7535 -0.2 -0.4 0.2 -0.246
C 0.6961 -0.3511 -1.1015 -0.3 1.1 0.8 0.537
O 1.2755 -1.2894 -1.5383 0.3 -0.5 -0.5 -0.553
H -0.4132 -2.1904 0.7076 -0.1 0.2 0.4 0.285
H -0.7519 -0.9650 2.0202 -0.1 -0.2 0.0 0.340
H 0.9237 -1.4377 1.6069 -0.7 0.1 -0.2 0.260
H -1.0735 1.6481 0.9099 0.3 -0.6 -0.6 0.372
H -0.6971 2.2517 -1.4704 -0.3 0.3 -0.3 0.246
```
Forces are in eV/Å.

5.
The following is a DFT calculation (the ωB97M-V functional and the def2-TZVPD basis) of C4H5NO2 in the gas phase.

LUMO level in eV: 0.87
Structure (SMILES): O/N=C1/C=COC1
Energy above the lowest of the compared OMol25 structures with the same formula, charge and spin in eV: 3.495
Calculated total energy in eV: -9810.82002

```
12
Properties=species:S:1:pos:R:3:forces:R:3:mulliken_charge:R:1
O 2.4456 -0.3194 -0.1005 0.1 -2.1 -0.4 -0.408
N 1.5447 0.7316 -0.0203 0.6 -1.1 0.6 -0.525
C 0.3743 0.2219 0.0766 -0.3 1.5 -0.4 0.739
C -0.6760 1.2392 -0.0017 -1.7 0.1 0.1 -0.286
C -1.8602 0.5520 -0.0684 2.5 0.1 0.5 -0.428
O -1.7102 -0.8466 -0.0631 0.7 0.6 0.2 -0.393
C -0.2687 -1.1875 0.0415 0.5 1.2 -1.4 -0.227
H 3.3548 -0.1629 0.1567 -0.1 1.3 0.2 0.324
H -0.4331 2.3763 0.0030 -0.8 -2.5 0.0 0.291
H -2.8583 0.9579 -0.0143 -0.1 -0.4 -0.3 0.409
H -0.0473 -1.8594 0.8890 -0.4 0.6 -0.2 0.279
H 0.1344 -1.7030 -0.8986 -1.0 0.6 1.1 0.224
```
Forces are in eV/Å.

6.
The following is a DFT calculation (the ωB97M-V functional and the def2-TZVPD basis) of C4H5NO2 in the gas phase.

LUMO level in eV: 0.56
Energy above the lowest of the compared OMol25 structures with the same formula, charge and spin in eV: 4.971
Calculated total energy in eV: -9809.34368

```
12
Properties=species:S:1:pos:R:3:forces:R:3:mulliken_charge:R:1
O -1.5231 1.0781 -1.5844 0.9 -0.7 0.0 -0.442
C -0.6606 0.2761 -1.7738 -0.3 0.6 -0.1 0.134
C -0.7612 -0.6575 0.4948 -0.1 -0.1 0.0 -0.722
C 0.1876 -0.7441 1.6929 0.1 -0.1 0.2 -0.180
N 0.3626 0.2286 0.6370 0.4 0.1 -0.5 -0.030
C 1.1711 0.6302 -0.2733 -0.4 -0.1 0.3 0.175
O 0.7663 0.6354 -1.5261 -0.4 0.0 0.2 -0.310
H -0.6630 -0.6064 -2.4171 0.0 0.1 0.2 0.376
H -1.7055 -0.1444 0.7220 0.2 0.0 0.0 0.173
H 0.9331 -1.5436 1.7334 -0.2 0.2 -0.1 0.214
H -0.0588 -0.3085 2.6629 0.0 -0.1 -0.2 0.227
H 2.1886 0.9675 -0.0786 -0.2 -0.1 -0.1 0.384
```
Forces are in eV/Å.

7.
The following is a DFT calculation (the ωB97M-V functional and the def2-TZVPD basis) of C4H5NO2 in the gas phase.

LUMO level in eV: 0.81
Structure (SMILES): O=C1CCN=CO1
Energy above the lowest of the compared OMol25 structures with the same formula, charge and spin in eV: 0.456
Calculated total energy in eV: -9813.85854

```
12
Properties=species:S:1:pos:R:3:forces:R:3:mulliken_charge:R:1
O -1.0781 2.3334 -0.1300 0.3 -0.8 0.0 -0.520
C -0.4719 1.3004 -0.0686 -0.5 0.6 0.1 0.563
C -1.0174 -0.0584 0.3243 0.0 -0.2 -0.1 -0.438
C -0.1337 -1.1610 -0.2613 -0.1 -0.1 -0.1 -0.424
N 1.2518 -0.9549 0.1427 0.1 0.4 -0.2 -0.438
C 1.6333 0.2376 0.0374 0.2 -0.2 0.1 0.069
O 0.8724 1.3154 -0.3795 0.0 -0.1 0.2 -0.351
H -1.0291 -0.1479 1.4201 0.0 0.2 -0.2 0.242
H -2.0527 -0.1238 -0.0233 0.2 0.1 0.1 0.308
H -0.1712 -1.1254 -1.3581 -0.1 0.0 0.1 0.294
H -0.4509 -2.1666 0.0309 0.0 0.3 0.1 0.308
H 2.6475 0.5511 0.2655 -0.1 0.0 0.0 0.386
```
Forces are in eV/Å.

8.
The following is a DFT calculation (the ωB97M-V functional and the def2-TZVPD basis) of a molecular structure, C4H5NO2.

LUMO level in eV: 0.41
Energy above the lowest of the compared OMol25 structures with the same formula, charge and spin in eV: 2.947
Calculated total energy in eV: -9811.36755

```
12
Properties=species:S:1:pos:R:3:forces:R:3:mulliken_charge:R:1
O -1.2068 0.4043 -1.9616 0.2 -0.1 0.6 -0.468
C -0.7912 0.1054 -0.9064 -0.2 -0.1 -0.6 0.743
C -0.1296 -1.1245 -0.3097 0.0 0.0 0.0 -0.538
C 1.1132 -0.3453 0.1597 0.1 -0.2 0.0 -0.388
N 0.6278 1.0383 0.0712 -0.1 0.2 0.1 -0.555
C -0.4170 1.3879 0.7975 -0.1 -0.1 0.0 0.094
O -1.5566 0.9556 0.4476 0.3 0.1 0.0 -0.430
H -0.7413 -1.5274 0.5014 0.1 0.1 -0.1 0.247
H 0.0357 -1.9004 -1.0640 0.0 0.2 0.1 0.324
H 1.9425 -0.4583 -0.5415 -0.1 0.0 0.1 0.295
H 1.4736 -0.6139 1.1590 -0.1 0.0 -0.1 0.276
H -0.3737 2.0858 1.6432 0.0 -0.1 -0.1 0.400
```
Forces are in eV/Å.

9.
The following is a DFT calculation (the ωB97M-V functional and the def2-TZVPD basis) of 2 unconnected molecules or ions with the total composition C4H5NO2.

LUMO level in eV: -0.42
Structure (SMILES): C=C=C=O.C=NO
Energy above the lowest of the compared OMol25 structures with the same formula, charge and spin in eV: 6.146
Calculated total energy in eV: -9808.16920

```
12
Properties=species:S:1:pos:R:3:forces:R:3:mulliken_charge:R:1
C -2.7845 -0.9161 -0.6144 4.3 1.0 -1.0 -0.455
C -1.7469 -0.7211 0.2107 -1.2 -1.1 0.2 -0.409
C -0.5109 -1.0919 0.3287 0.4 -0.3 0.2 0.748
O 0.5528 -1.5096 0.5666 -1.3 -1.1 -0.2 -0.361
H -2.4993 -0.8433 -1.6551 -0.3 -0.1 -0.5 0.207
H -3.7643 -1.1548 -0.4936 -2.7 -0.2 1.3 0.319
C 1.5162 1.0869 -0.5438 -1.1 2.3 -1.3 -0.333
N 1.3639 0.6431 0.6218 1.2 0.7 0.5 -0.092
O 2.5752 0.8200 1.3300 -0.3 0.5 0.1 -0.434
H 2.2761 1.8797 -0.7099 0.1 -1.1 -0.3 0.294
H 0.6712 1.0503 -1.3108 1.1 -0.3 1.4 0.195
H 2.3505 0.7568 2.2697 -0.2 -0.2 -0.3 0.322
```
Forces are in eV/Å.

10.
The following is a DFT calculation (the ωB97M-V functional and the def2-TZVPD basis) of a molecular structure, C4H5NO2.

LUMO level in eV: 0.93
Energy above the lowest of the compared OMol25 structures with the same formula, charge and spin in eV: 1.957
Calculated total energy in eV: -9812.35789

```
12
Properties=species:S:1:pos:R:3:forces:R:3:mulliken_charge:R:1
N 0.5204 1.2861 0.9261 -0.3 0.5 0.4 -0.484
C 0.2030 0.2719 0.0191 -0.2 -0.3 0.3 0.313
C -1.1954 0.1025 -0.6001 0.0 0.1 -0.2 -0.604
C -0.6422 -1.0071 0.1766 -0.2 0.1 0.3 -0.114
O 0.2684 -1.7720 -0.6296 0.1 0.0 0.0 -0.351
C 1.1522 -0.7008 -0.6325 0.6 0.1 -0.3 0.502
O 2.3066 -0.7265 -0.9163 -0.4 0.0 0.0 -0.548
H 0.5497 2.2518 0.6077 0.1 -0.6 0.0 0.209
H 1.1681 1.0844 1.6776 -0.1 0.0 -0.4 0.208
H -1.9772 0.6647 -0.0937 0.3 0.1 -0.1 0.274
H -1.3011 0.0187 -1.6754 0.0 -0.1 0.0 0.242
H -1.0438 -1.4622 1.0708 0.1 0.0 -0.1 0.352
```
Forces are in eV/Å.